[1]
Below is C34H53BBrN6O2RuSeSi as an isolated structure, with properties calculated with ωB97M-V/def2-TZVPD.

XYZ file:
```
100
Properties=species:S:1:pos:R:3:forces:R:3:mulliken_spin:R:1
C 0.000500 -1.734221 0.892502 -0.17 -0.11 0.08 0.058
H -4.530198 -0.056187 1.572501 0.01 -0.03 0.00 0.001
H 5.660954 -0.965993 -1.411525 0.01 -0.02 -0.02 0.000
C 1.484774 4.622527 -1.267891 -0.04 -0.04 -0.01 0.008
C -2.539730 2.016223 2.509595 0.07 -0.03 -0.03 0.018
Ru 0.320953 0.707753 -0.371816 -0.05 0.31 -0.07 2.482
N -0.400978 2.152058 1.986242 0.02 0.05 0.00 0.038
O -0.004870 -1.042339 1.894528 0.03 -0.10 -0.02 0.041
H -3.265336 -2.740122 0.744514 0.02 -0.04 0.03 -0.010
B 1.084582 2.569099 1.847975 0.00 0.01 -0.06 -0.252
H 1.212330 5.813293 1.794523 -0.01 0.00 0.01 0.003
C 1.045152 3.371434 -1.696978 0.01 0.00 -0.09 0.054
N 2.020343 1.332324 1.787381 0.03 0.08 -0.01 0.000
C 0.587491 -5.955231 1.058824 0.01 -0.02 -0.04 0.000
H -1.104917 3.805202 -3.344875 -0.01 0.00 0.01 0.000
C 2.882043 0.864567 2.697683 0.04 0.03 -0.04 0.012
C -3.660927 2.472786 -0.637006 0.01 -0.01 0.01 -0.001
Si -3.466097 -4.021979 -1.386336 0.01 -0.09 0.05 -0.058
C -2.755602 -5.656395 -0.834637 -0.03 0.08 -0.05 0.004
H 2.301239 6.483604 0.575676 0.00 0.00 0.00 0.000
H -2.048537 0.333362 -1.286505 -0.06 0.04 -0.01 -0.028
H -5.109848 -3.319037 -3.121659 -0.01 0.03 0.01 0.003
C 0.236910 1.419415 -3.081064 0.02 0.07 0.17 0.099
N -1.051975 1.606722 0.918900 -0.10 -0.20 -0.07 0.144
H -3.540202 -6.286405 -0.410909 -0.05 -0.02 0.00 0.000
H 4.430179 -0.694936 2.563948 0.04 -0.01 0.01 0.001
H -3.719941 -0.117914 -1.489836 -0.03 -0.01 0.02 0.008
H -5.445134 0.483844 0.161892 -0.02 0.01 -0.02 -0.001
C 3.634670 -0.137191 2.103175 -0.09 0.01 0.02 0.027
H -2.766486 -0.845585 -0.194476 0.02 0.11 -0.02 0.008
H 3.047642 -2.979934 0.403576 -0.05 -0.01 -0.01 -0.002
C -2.356270 1.538838 1.215039 -0.12 0.07 0.03 0.038
H 1.967910 -1.405473 -1.468978 -0.02 -0.03 0.03 -0.022
Se -1.870930 -2.757839 -2.455069 -0.02 -0.04 -0.18 0.935
H 0.750575 0.735660 -2.361029 0.11 0.02 -0.32 -0.017
H -0.376757 -3.335150 2.988962 0.01 0.02 0.02 0.001
H 2.018203 1.231773 4.612621 -0.01 0.00 0.00 0.001
H -5.125871 1.606508 1.477574 -0.01 0.03 0.02 0.000
H 3.747618 0.885516 4.629720 0.00 0.01 0.00 0.000
C -2.961537 0.080827 -0.731957 0.12 0.00 -0.02 0.048
H -2.739188 2.809930 -1.117354 0.02 -0.01 -0.02 0.005
H -4.691186 -2.223449 -0.169661 0.01 0.00 0.00 0.000
O -0.111009 -1.205153 -0.318313 0.27 -0.06 0.24 0.029
C -0.900927 2.991189 4.270243 -0.01 0.04 0.06 -0.003
C -4.702102 0.785407 0.900574 0.01 -0.02 -0.03 0.003
H 2.889379 2.145298 -3.302315 0.01 -0.01 0.01 -0.001
H 0.262132 4.773372 -3.903509 0.02 0.02 0.00 0.000
C 3.795858 -1.057783 -0.314990 -0.01 -0.04 0.04 -0.029
H 4.465715 -3.087205 -0.644731 0.01 -0.01 -0.02 0.000
C -4.086422 -3.085461 0.113533 -0.04 -0.04 -0.06 0.024
H 3.462167 -1.634416 -2.360031 0.02 0.02 -0.01 0.005
C 0.830518 2.837618 -3.091525 0.02 0.00 0.03 -0.055
C 2.957580 1.396465 4.084476 0.03 0.00 0.06 -0.003
H -0.840785 1.419733 -2.906763 0.01 -0.02 0.07 0.000
C 3.994219 -2.505356 0.147839 -0.02 0.02 -0.01 0.009
H -1.999395 -5.506167 -0.064817 0.06 0.02 0.06 0.000
H -0.175371 2.366387 4.790267 0.01 -0.01 0.00 0.002
C -1.284781 2.396369 2.961924 0.03 0.00 -0.02 0.023
H 2.868840 5.224163 1.678824 0.00 0.00 0.00 0.003
C -0.135580 3.761128 -3.843144 0.01 -0.02 -0.03 0.007
H 3.166380 2.465808 4.092092 0.00 0.01 0.00 0.001
C -4.816326 -4.260381 -2.657879 0.05 0.02 0.05 0.028
C 2.978249 -1.016614 -1.602634 -0.06 0.00 -0.02 0.037
H -4.032149 3.285575 -0.012864 0.00 0.02 0.02 0.001
H -1.782342 3.086400 4.899993 0.00 0.00 0.00 0.000
H -4.501226 -4.946571 -3.443638 0.03 -0.01 -0.03 0.005
H -0.286452 3.398423 -4.860377 -0.01 -0.01 -0.02 0.000
N 1.216712 3.305040 0.483787 -0.05 0.03 0.16 0.093
Br 1.347722 -6.207234 -1.671446 0.01 -0.01 -0.01 0.000
H -2.293162 -6.192516 -1.663736 0.01 0.00 -0.02 0.000
C -3.411760 1.202928 0.192806 0.03 -0.05 0.01 -0.010
C 0.156215 -5.260675 2.181536 -0.01 0.04 0.01 0.003
H -5.695941 -4.689608 -2.174791 -0.04 -0.03 0.03 0.003
H -3.462451 2.089605 3.055091 -0.04 0.03 0.01 0.002
C 3.170185 -0.250082 0.796945 0.08 0.05 -0.05 0.019
H 1.399855 3.293730 2.735755 0.00 -0.02 0.10 0.000
H 4.640788 -2.550621 1.023922 0.02 0.00 0.02 0.000
C 0.149172 -3.218848 0.919597 0.00 0.07 0.12 -0.086
H 5.067564 0.618773 -0.892915 -0.01 0.02 -0.02 0.000
H 1.711058 5.482376 -1.872810 0.02 0.03 -0.03 0.001
N 0.883676 2.602842 -0.615712 0.03 0.10 -0.14 -0.105
C -0.058102 -3.893125 2.119840 0.03 -0.03 -0.07 0.004
C 2.015647 5.573828 1.097765 -0.01 0.03 0.02 -0.007
N 2.176203 0.635447 0.618456 -0.04 -0.27 0.00 0.216
H 2.632133 3.806337 -3.835523 0.01 0.02 0.00 0.000
C 5.170121 -0.427364 -0.600354 0.00 -0.02 0.02 0.001
H 0.423964 0.915877 -4.030141 -0.12 0.02 -0.03 0.009
H 5.814600 -0.472251 0.276923 0.01 0.00 0.02 0.000
H 2.925864 0.002092 -1.998013 0.00 0.01 0.00 -0.018
H -4.399156 2.269971 -1.413434 -0.03 0.00 -0.02 0.000
H 0.763217 -7.021056 1.104585 0.00 -0.01 0.00 0.000
H -0.002563 -5.794714 3.108230 -0.01 0.00 0.01 0.000
H -0.459726 3.979352 4.142871 0.00 0.01 0.00 0.001
C 0.563927 -3.908018 -0.215538 0.01 -0.04 0.03 0.076
H 2.062573 2.465453 -4.834109 0.00 0.00 -0.02 0.000
C 0.786080 -5.272112 -0.130696 -0.04 0.06 0.03 0.017
C 2.188523 2.811827 -3.808040 0.01 0.00 0.03 0.006
H -4.706705 -3.750054 0.717986 -0.04 -0.04 0.02 0.001
C 1.582114 4.542682 0.117800 0.04 -0.06 -0.01 0.047
H 0.723929 -3.385995 -1.146665 -0.01 -0.01 -0.02 -0.004
```
Forces are in eV/Å.

As for the expectation value of S²: 6.016. The LUMO energy (alpha / beta) comes out at -3.18 / -4.78 eV. As for the highest occupied orbital energy (alpha / beta): -0.3955 / -0.3830 Eh. For the relative energy (zero: lowest compared OMol25 entry of this formula, charge and spin), the calculation gives 0.0 kcal per mole. The calculation puts the HOMO-LUMO gap (alpha / beta) at 0.278 / 0.207 Eh. The charge is +1. As for the spin multiplicity: 5.


[2]
Below is C34H53BCl3F3GeN4O6PSV as an isolated structure in a non-equilibrium geometry, with properties calculated with ωB97M-V/def2-TZVPD.

XYZ file:
```
108
Properties=species:S:1:pos:R:3:forces:R:3:mulliken_spin:R:1
H -3.017972 -2.951542 -7.343068 0.11 0.00 -0.05 0.000
H 3.862448 -1.817989 5.528232 -0.06 0.01 0.02 0.000
S -2.395786 -1.341878 0.681972 -0.05 0.55 0.38 -0.088
H 2.815124 2.152749 2.184909 0.08 0.01 -0.17 0.000
Cl -2.425066 0.853504 3.366297 -0.17 0.15 0.01 -0.009
C -5.980368 -2.608167 -5.580546 0.17 0.05 -0.17 0.000
H 5.253389 2.381128 3.405255 0.02 0.00 0.08 0.000
P 3.507973 -0.441866 0.997980 1.43 -0.58 0.24 0.014
H 3.448478 -1.201072 -1.953641 0.04 0.08 -0.07 -0.001
F -3.730814 -3.728755 1.515498 0.03 0.25 -0.02 -0.001
H -5.710573 -3.251489 -4.748278 0.00 -0.09 0.13 0.000
N -0.119632 -2.163709 0.058709 0.56 -3.34 0.07 0.047
C 5.619170 1.199448 1.635213 0.58 -0.09 -0.09 0.000
H 1.792055 -2.559086 -0.578329 0.05 0.02 0.01 0.016
H 3.618756 -3.272658 1.635442 -0.02 -0.07 0.02 0.000
H 2.884083 2.474492 0.446216 -0.09 0.04 0.09 -0.001
C 3.163608 -2.657119 2.411761 -0.03 -0.62 -0.04 0.001
C 3.456141 -0.698573 3.692070 0.04 0.52 0.45 0.001
O -1.963262 -1.619211 -2.190067 -0.12 -0.58 -0.42 -0.006
C -2.515545 0.168008 -3.418616 -0.35 -0.55 -0.56 -0.017
C -3.693211 0.065495 -5.461111 -0.10 -0.13 -0.17 0.000
H 4.135697 4.158758 2.162436 -0.01 0.06 -0.04 0.000
H -3.995214 1.964481 -0.966948 -0.01 -0.06 0.04 0.000
C -1.293017 -2.633624 0.540146 -0.40 0.09 -0.20 0.092
C 5.692232 -1.946069 0.260677 0.37 -0.35 0.24 0.000
C -1.796632 3.171873 -0.231652 0.32 -0.09 -0.06 0.000
C 4.394282 -0.947078 -1.472795 -0.24 0.07 -0.46 0.000
H -2.895116 1.892759 -4.638413 0.00 0.16 -0.01 0.000
C -1.461017 -3.993617 0.815356 0.41 -0.36 -0.08 -0.019
H 6.334753 1.245471 0.804460 0.07 -0.06 0.10 0.000
C 3.208459 -1.869692 4.658553 0.03 -0.05 0.04 0.001
H -5.819841 -0.443375 -7.208461 -0.06 0.15 -0.01 0.000
C -3.015738 0.828172 -4.517808 0.22 -0.01 0.53 0.000
C 0.911132 -0.759230 -3.356650 -0.13 -0.32 -0.28 0.009
H 2.573751 -0.052755 3.645445 0.08 -0.04 0.03 -0.001
C 0.779523 -4.363187 0.036009 -0.01 0.04 -0.05 -0.011
H 0.250486 -0.136815 -3.968746 0.03 0.01 0.03 -0.001
Cl 0.686569 1.938180 3.452190 -0.14 -0.15 -0.08 -0.009
H 2.521108 1.210140 -1.451771 -0.05 -0.01 -0.20 -0.007
H -6.615418 -3.171792 -6.260510 -0.10 -0.10 -0.07 0.000
F -3.167320 -5.611107 0.661480 0.20 -0.07 -0.17 0.000
H -4.198265 2.649459 0.672922 0.00 -0.09 -0.01 0.001
H 7.394322 -2.357026 -1.046654 0.07 0.00 0.03 0.000
H 4.974246 3.682455 0.667129 -0.03 0.07 -0.01 0.000
C 5.592906 -1.659795 -2.087732 0.00 0.16 0.09 0.000
O 2.114807 -0.243383 0.538052 -1.08 0.17 -0.29 -0.042
N 4.380712 -1.391431 -0.081902 -0.50 0.57 0.41 0.001
H 6.567600 3.016387 2.395142 0.03 -0.04 0.07 0.000
C 0.881256 -3.006611 -0.200873 0.20 -0.37 0.12 0.091
C 0.700247 2.226579 -1.879266 0.35 -0.24 -0.52 0.028
H -2.274565 4.009618 0.299523 0.10 -0.03 -0.08 0.001
C -3.707581 1.862792 0.087227 0.00 -0.01 -0.01 -0.001
H 6.072467 -1.536642 1.195975 -0.01 -0.11 -0.03 0.000
Cl -0.018533 -1.457353 3.295775 0.14 -0.16 0.44 0.006
H -4.332667 -0.879889 -8.071227 0.07 0.10 -0.09 0.000
H 5.900020 0.369804 2.285020 0.03 -0.03 0.02 0.000
H -5.765560 -1.894439 -8.195542 -0.06 -0.08 -0.06 0.000
B -1.478612 -0.461785 -1.568818 -0.77 -0.26 -0.56 -0.142
C 4.542296 3.319508 1.602598 0.01 -0.17 0.02 0.000
O -2.305895 1.943554 0.228002 0.15 0.29 -0.02 0.005
H -0.526786 -5.916223 0.775582 0.03 -0.16 0.04 0.000
O 0.372367 2.078193 -0.511125 0.01 -0.66 -0.10 0.039
H -4.070156 0.580886 -6.327067 -0.15 0.03 -0.13 0.000
C -4.730109 -2.103491 -6.317945 -0.09 -0.11 -0.12 0.000
H 2.079322 -2.619548 2.253938 0.14 -0.01 -0.03 0.006
O 1.191587 -0.166223 -2.106025 -0.21 0.04 0.56 -0.045
H -1.994350 3.284530 -1.311615 0.01 -0.02 0.14 -0.002
C -0.405356 -4.866032 0.565512 -0.35 0.74 -0.02 0.035
C -3.890020 -1.306112 -5.324903 0.01 0.16 -0.17 0.000
H 5.598356 -3.033127 0.377528 0.09 0.07 0.10 0.000
C 5.592666 2.532184 2.380758 -0.05 0.02 -0.13 0.000
C -2.630139 -1.220550 -3.304287 -0.15 0.59 -0.37 -0.002
H 0.410569 -1.706458 -3.158025 0.04 0.03 -0.04 -0.002
V -0.207626 -0.294455 -0.009013 2.07 3.26 -0.42 1.957
H 1.162256 3.212236 -2.048516 -0.03 -0.15 0.06 0.001
H 0.150915 4.120657 -0.296386 -0.03 -0.12 0.07 0.000
H 2.144060 1.307220 -3.202251 0.00 -0.02 0.06 0.000
C -3.331017 -1.966412 -4.225847 0.21 0.14 0.28 0.002
H -3.650162 -3.981305 -6.058412 0.08 -0.13 0.11 0.000
H 4.506771 -3.441994 3.901313 -0.01 -0.04 -0.02 0.000
C 6.589895 -1.633503 -0.935122 -0.13 -0.15 0.02 0.000
H 2.820162 -3.955629 4.126857 0.03 -0.08 -0.01 0.000
N 4.272824 1.036244 1.099050 -0.73 -0.73 0.27 0.002
H 1.612923 -5.013779 -0.171441 0.09 -0.04 -0.05 0.000
H 7.026658 -0.638915 -0.838646 0.03 0.06 0.01 0.000
H 1.846057 -0.948777 -3.897773 -0.07 0.06 0.01 0.001
C -0.297444 3.182991 0.061281 -0.66 0.23 0.32 0.009
C 1.727334 1.142405 -2.203040 0.09 0.64 0.25 0.004
O -1.823822 0.643714 -2.344713 -0.28 0.62 -0.36 -0.016
C 3.462883 -3.131302 3.825224 -0.04 0.08 0.00 -0.001
N 3.756180 -1.322055 2.400946 -0.25 0.75 -0.98 -0.001
H -3.444805 -3.026529 -4.078326 -0.01 -0.21 0.00 0.000
H -6.550131 -1.767813 -5.191377 -0.09 0.08 0.07 0.000
C -3.926383 -3.298026 -6.854401 -0.12 0.21 0.07 0.000
H -4.518000 -3.851495 -7.580724 -0.07 -0.08 -0.08 0.000
H 4.312452 -0.090905 3.997988 -0.05 0.03 0.03 0.000
C -5.185971 -1.269189 -7.520526 0.11 -0.12 0.28 0.000
Ge -0.578468 0.444307 2.267373 -0.26 0.40 1.75 0.052
H 5.329823 -2.689234 -2.330482 0.00 -0.07 -0.06 0.000
H 2.173263 -1.851772 4.996203 0.06 0.04 0.04 0.000
C -2.711448 -4.572669 1.403152 -0.42 -0.36 0.14 0.000
F -2.484923 -5.082628 2.630528 0.17 0.03 0.08 0.000
H -0.140190 3.091433 1.140894 0.00 0.13 -0.16 0.001
H 5.958145 -1.166432 -2.985941 -0.03 -0.01 -0.07 0.000
H -4.003467 0.887076 0.464373 -0.12 0.05 -0.01 0.000
C 3.487293 2.255142 1.328236 -0.36 0.42 -0.08 0.001
H 4.534584 0.141631 -1.533862 -0.01 -0.03 -0.04 0.000
H -0.187879 2.128669 -2.512929 0.12 0.08 0.11 -0.005
```
Forces are in eV/Å.

As for the expectation value of S²: 2.040. The LUMO energy (alpha / beta) comes out at 0.18 / 0.02 eV. As for the highest occupied orbital energy (alpha / beta): -0.2724 / -0.2698 Eh. For the relative energy (zero: lowest compared OMol25 entry of this formula, charge and spin), the calculation gives 20.6 kcal per mole. The calculation puts the HOMO-LUMO gap (alpha / beta) at 0.279 / 0.271 Eh. As for the spin multiplicity: 3.